80
Properties=species:S:1:pos:R:3:forces:R:3 method="wB97M-V/def2-TZVPD" e_lumo_ev="-15.6 / -15.7" charge=+4 e_tot_ev=-124678.0253 orbital_gap_ev="3.3 / 3.2" largest_force_ev_per_a=6.6 homo_ev="-18.88 / -18.85"
C 1.845852 3.722853 -0.154965 0.4 0.0 0.6
C 0.916589 2.929437 -0.859453 0.7 -1.3 0.3
C 0.939217 2.958091 -2.270196 0.0 -0.4 -0.6
C 1.960945 3.671350 -2.901361 -0.8 0.2 0.1
N 2.882340 4.349741 -2.214141 0.4 -0.3 0.1
C 2.821185 4.406946 -0.881995 -0.6 0.4 0.2
C 0.017210 2.042648 -0.147844 -5.1 4.0 0.7
C -1.113766 1.793159 0.461328 2.7 2.8 -2.1
C -2.471724 2.159927 0.820850 -0.7 -0.9 0.5
C -3.307785 1.174603 1.392185 -0.5 -0.2 0.2
C -4.637276 1.436382 1.722608 1.0 -0.1 -0.3
C -5.137464 2.726308 1.492428 -0.9 0.0 0.4
C -4.349930 3.729388 0.913009 0.6 -0.2 -0.1
C -3.028435 3.440427 0.569752 0.4 0.3 -0.4
Hf 0.047988 -0.052821 0.536094 1.0 -2.5 0.9
P 2.439780 -0.378313 -0.237829 2.4 -0.5 -0.6
H 0.147042 2.472130 -2.851983 0.5 0.0 0.2
H 1.776667 3.818047 0.933947 0.3 -0.2 -0.4
H 2.008582 3.709382 -3.995631 0.0 0.1 0.4
H 3.551146 5.035194 -0.360393 -0.2 -0.2 -0.3
H -2.395326 4.189987 0.086036 -0.4 -0.1 0.2
H -2.909383 0.166303 1.560921 -0.2 0.2 0.0
H -4.766334 4.722174 0.729102 0.2 -0.3 0.1
H -5.262979 0.657746 2.150214 0.1 0.2 -0.1
C 2.975551 -2.091078 0.172983 -0.6 -0.1 0.5
C 4.102087 -2.702708 -0.647665 0.4 -0.2 -0.3
H 2.069263 -2.712077 0.084709 0.2 -0.1 0.0
H 3.234042 -2.079542 1.243808 -0.1 0.0 -0.2
H 4.252290 -3.733510 -0.304180 -0.1 0.2 -0.1
H 3.870276 -2.743805 -1.719782 0.0 0.0 0.3
H 5.056419 -2.180465 -0.511990 -0.3 -0.1 0.0
C 2.670265 -0.144372 -2.044555 -0.9 0.1 -0.3
C 4.065343 0.284821 -2.471375 0.5 0.1 -0.1
H 1.938421 0.619715 -2.352278 0.2 -0.2 0.0
H 2.354305 -1.075965 -2.542443 0.2 0.2 0.2
H 4.082957 0.403099 -3.561393 0.0 0.0 0.2
H 4.348603 1.252298 -2.032619 -0.1 -0.3 -0.1
H 4.827124 -0.461172 -2.214244 -0.2 0.2 -0.1
C 3.586678 0.738297 0.658049 -0.5 0.5 0.3
C 5.022040 0.249214 0.795810 0.5 -0.2 0.0
H 3.140294 0.864058 1.656944 0.2 0.1 0.0
H 3.526340 1.730105 0.186268 0.0 -0.3 0.0
H 5.598311 0.998395 1.351446 -0.2 -0.2 -0.1
H 5.079784 -0.694521 1.354976 0.0 0.3 -0.1
H 5.518078 0.116593 -0.173187 -0.2 0.0 0.3
Br -6.924135 3.076747 2.013322 0.8 0.0 -0.3
P -1.362441 -1.371947 -1.110295 -1.6 -1.2 -1.2
C -0.376841 -2.383781 -2.283834 0.7 0.4 0.1
C -1.093161 -3.609394 -2.826730 -0.4 -0.5 -0.2
H 0.537005 -2.682367 -1.741582 -0.2 -0.1 -0.1
H -0.031886 -1.725088 -3.096373 -0.2 -0.1 0.2
H -0.418030 -4.166867 -3.483366 0.0 0.1 0.1
H -1.399934 -4.291497 -2.025034 0.1 0.1 -0.2
H -1.971896 -3.348791 -3.427793 0.2 -0.1 0.2
C -2.436595 -2.513314 -0.144681 0.4 -0.1 0.6
C -3.760291 -2.908265 -0.785645 -0.5 -0.2 -0.3
H -2.618212 -2.013456 0.822237 -0.1 -0.2 -0.2
H -1.838857 -3.407392 0.094107 -0.1 0.2 -0.1
H -4.310191 -3.565165 -0.101415 0.2 0.2 -0.1
H -4.403750 -2.042397 -0.985240 0.2 -0.2 0.0
H -3.622489 -3.471235 -1.716417 0.0 0.2 0.3
C -2.488290 -0.264872 -2.053237 0.1 0.8 0.2
C -2.966131 -0.802678 -3.395304 -0.2 -0.3 -0.4
H -1.936918 0.679671 -2.192858 -0.1 -0.2 -0.1
H -3.335806 -0.003014 -1.398653 0.3 -0.2 -0.1
H -3.570709 -0.036915 -3.895037 0.2 -0.1 0.1
H -2.126052 -1.041381 -4.060082 -0.3 0.0 0.1
H -3.605385 -1.688355 -3.289624 0.2 0.2 0.0
C -0.116341 -1.982184 4.794301 0.2 -0.4 0.4
N -0.601313 -0.602323 4.662248 0.2 0.9 -2.3
C -1.115667 0.111173 5.819377 -0.5 0.7 1.1
C -0.575295 0.049522 3.527125 -0.5 -0.4 2.7
O -0.134402 -0.485131 2.442571 0.3 -0.5 -0.9
H -0.225211 -2.249058 5.846679 0.1 -0.1 -0.2
H 0.944764 -2.060733 4.529386 -0.3 0.1 0.0
H -0.717207 -2.680164 4.205209 0.1 0.2 0.0
H -0.534415 1.035661 5.976645 -0.2 -0.5 0.1
H -2.174508 0.379503 5.662275 0.4 -0.2 0.1
H -1.027987 -0.534712 6.702139 -0.1 0.4 -0.3
H -0.954035 1.081768 3.493575 0.1 -0.4 0.2

80
Properties=species:S:1:pos:R:3:forces:R:3 method="wB97M-V/def2-TZVPD" e_lumo_ev="-15.8 / -15.8" charge=+4 e_tot_ev=-124676.8362 orbital_gap_ev="2.2 / 2.2" largest_force_ev_per_a=2.6 homo_ev="-18.00 / -18.01"
C -2.560379 -4.761852 -2.925187 -0.8 0.2 0.0
C -1.224768 -4.339062 -3.033418 0.4 0.4 0.3
C -0.667209 -4.220830 -4.327972 -0.2 0.3 -0.7
C -1.504770 -4.422425 -5.440228 0.6 0.0 0.9
N -2.777252 -4.782496 -5.296417 -0.3 0.1 -0.5
C -3.314004 -4.944014 -4.089950 0.7 -0.1 0.7
C -0.488813 -3.899858 -1.877064 0.0 -0.8 -0.7
C 0.218885 -3.581558 -0.930004 0.2 -0.1 0.9
C 0.874555 -3.116042 0.263802 -0.1 -0.3 -1.7
C 0.118865 -2.992767 1.431554 -0.3 0.1 1.3
C 0.543015 -2.088987 2.425442 -0.2 -1.5 -1.9
C 1.663220 -1.294605 2.109799 0.9 1.3 1.4
C 2.612958 -1.679877 1.155947 -0.3 -0.6 -1.1
C 2.213100 -2.626252 0.210662 -0.6 -0.1 0.3
Hf 0.386949 0.440283 2.115212 1.8 0.9 0.0
P -0.650641 0.441014 -0.218883 -1.1 -0.1 -2.4
H 0.364285 -3.912199 -4.481498 -0.2 -0.1 0.1
H -3.033885 -4.887708 -1.955587 0.1 0.0 -0.1
H -1.127127 -4.286519 -6.457461 -0.2 -0.1 0.3
H -4.363872 -5.229378 -4.029915 0.2 0.0 -0.1
H 2.810427 -2.978303 -0.622919 0.2 0.3 0.1
H -0.792573 -3.581154 1.584128 0.3 0.2 -0.2
H 3.596888 -1.203736 1.064925 -0.5 -0.1 0.2
H 0.023880 -2.094735 3.377949 0.0 0.4 0.0
C -1.307452 2.095881 -0.717797 0.2 0.5 0.5
C -1.868211 2.382912 -2.106499 -0.3 0.0 -0.3
H -0.475230 2.787130 -0.517067 -0.3 -0.2 -0.1
H -2.066850 2.354487 0.033481 0.2 0.0 0.0
H -2.197393 3.431988 -2.123594 0.1 -0.3 0.0
H -1.130848 2.266562 -2.906946 -0.1 -0.1 0.1
H -2.751282 1.781271 -2.344515 0.2 0.1 0.0
C 0.087167 -0.285988 -1.748102 0.5 -0.1 0.2
C -0.886888 -0.715356 -2.856061 -0.2 0.0 -0.2
H 0.657954 -1.168880 -1.418230 -0.1 0.4 -0.2
H 0.819113 0.443927 -2.134978 -0.2 -0.1 0.1
H -0.303133 -1.139123 -3.687532 -0.2 0.1 0.3
H -1.562121 -1.507332 -2.507513 0.1 0.3 -0.1
H -1.484685 0.109939 -3.268723 0.3 -0.3 0.2
C -2.070971 -0.654045 0.148139 -0.3 -0.2 0.3
C -3.392090 -0.287712 -0.527353 -0.4 -0.2 -0.1
H -2.225594 -0.665456 1.241977 0.0 -0.1 -0.2
H -1.753205 -1.670721 -0.124348 0.0 0.2 0.1
H -4.165499 -0.973907 -0.160430 0.1 0.2 -0.1
H -3.711043 0.732659 -0.290522 0.0 -0.2 0.0
H -3.362361 -0.400401 -1.617199 0.1 0.1 0.3
Br 0.659323 2.963772 1.841644 0.7 -0.5 0.2
P 3.276773 2.212877 -0.937974 1.5 0.3 -1.0
C 2.491878 2.791328 -2.459058 -1.1 -0.6 0.2
C 3.119779 4.055203 -3.026124 0.5 0.6 0.1
H 1.431741 2.968473 -2.187292 0.3 0.1 -0.3
H 2.498749 1.971294 -3.196503 0.0 0.1 0.4
H 2.638284 4.281321 -3.980918 0.0 -0.1 0.1
H 2.972998 4.915910 -2.368140 0.0 -0.1 -0.2
H 4.191570 3.927294 -3.202297 -0.1 0.1 -0.1
C 4.097033 3.503066 0.007750 -0.5 0.5 0.7
C 5.614867 3.336734 0.157906 0.5 -0.5 -0.3
H 3.605119 3.533397 1.000442 0.2 0.0 -0.3
H 3.862635 4.466331 -0.470876 -0.2 -0.3 0.1
H 5.997346 4.111341 0.837205 -0.2 -0.2 -0.1
H 5.879147 2.348897 0.564266 0.0 0.4 0.0
H 6.118689 3.457592 -0.811425 -0.1 0.0 0.3
C 4.305850 0.741798 -1.207368 -0.7 -1.0 1.2
C 5.220202 0.864974 -2.420179 0.3 0.6 -0.7
H 3.618486 -0.117675 -1.331800 0.2 0.3 -0.1
H 4.873489 0.537997 -0.281318 -0.2 0.2 -0.3
H 5.777239 -0.074179 -2.528190 -0.1 0.1 0.1
H 4.638317 1.024361 -3.335563 0.3 -0.1 0.1
H 5.944682 1.680798 -2.306734 -0.2 -0.3 -0.1
C -1.947542 2.558669 4.599725 0.2 0.5 -0.1
N -2.270827 1.193629 5.063394 1.5 -1.5 -1.3
C -2.851446 0.953204 6.374612 -0.6 0.0 0.9
C -1.770383 0.161747 4.431281 -0.9 1.5 1.2
O -0.923995 0.338753 3.482690 -0.8 0.0 0.1
H -2.470774 3.264289 5.245192 0.1 -0.1 -0.1
H -2.268859 2.723667 3.558640 -0.1 -0.3 0.4
H -0.864150 2.770171 4.640879 -0.4 -0.3 0.2
H -3.593583 0.161609 6.318797 -0.2 0.0 0.0
H -2.079527 0.638216 7.084007 0.0 0.3 -0.1
H -3.310267 1.877147 6.710540 -0.1 -0.1 0.1
H -2.016506 -0.862734 4.685009 -0.2 0.0 0.4

Results for relative energy (zero: lowest compared OMol25 entry of this formula, charge and spin): 0.000; 1.189 (in eV, following the order of the records).